1.
{"formula": "CH3N3O2S", "method": "ωB97M-V/def2-TZVPD", "species": ["S", "O", "O", "N", "N", "N", "C", "H", "H", "H"], "coordinates": [[-1.40011, 0.40799, 0.24029], [3.34647, 0.80029, -0.19312], [2.59420, -1.21308, -0.08337], [2.49219, -0.03025, -0.06682], [1.19284, 0.51107, 0.10841], [-3.02063, -0.56650, 0.24576], [0.19571, -0.34058, 0.17007], [-2.96998, -1.28940, -0.46165], [1.19589, 1.53531, 0.11359], [-3.62660, 0.18516, -0.07315]], "relative_energy_ev": 5.896, "fmax_ha_per_bohr": 0.0601, "charge": 0, "e_homo_ha": -0.3393, "multiplicity": 1, "homo_lumo_gap_ev": 8.940}

2.
{"formula": "C3H8NdO2", "method": "ωB97M-V/def2-TZVPD", "species": ["Nd", "O", "O", "C", "C", "C", "H", "H", "H", "H", "H", "H", "H", "H"], "coordinates": [[-0.76954, -0.73646, 0.08131], [1.13842, 1.65888, -0.30454], [-3.01254, -0.78626, 0.15233], [1.20223, 2.78588, -1.13705], [1.73866, -0.68237, -0.15589], [2.23323, 0.72321, -0.44190], [-3.60339, -0.53285, 0.86004], [1.00359, 2.50333, -2.18262], [2.20256, 3.24660, -1.08009], [2.14720, -1.05230, 0.79919], [0.42812, 3.49855, -0.82222], [2.99347, 1.06854, 0.27816], [2.01043, -1.35453, -0.98643], [2.63980, 0.81450, -1.46377]], "relative_energy_ev": 0.000, "fmax_ha_per_bohr": 0.0586, "charge": 1, "e_homo_ha": [-0.4549, -0.4608], "multiplicity": 4, "homo_lumo_gap_ev": [6.717, 6.993]}

Q: The highest charge belongs to which entry?
A: C3H8NdO2

Q: charge of number 1 (CH3N3O2S)?
A: 0